189
Properties=species:S:1:pos:R:3:forces:R:3:mulliken_charge:R:1 method="wB97M-V/def2-TZVPD" lumo_ha=-0.016 molar_mass_g_mol=1468.5 orbital_gap_ev=8.29 max_force_ha_per_bohr=0.09703 spin_multiplicity=1
C 0.91672 2.82572 1.17666 -0.154 -0.623 -0.189 -1.37
C -0.26886 2.01149 0.72209 -0.915 -1.377 0.216 -0.40
N -0.02439 0.58991 0.21921 -0.115 -1.559 -1.196 0.38
C 0.80739 -0.20256 1.22046 0.139 0.193 -1.300 -1.08
C -1.36013 -0.22564 -0.07497 -0.643 1.530 1.061 -0.36
C -2.38519 -0.33739 1.10832 1.200 -0.080 -0.824 -1.38
C 0.65217 0.73806 -1.22194 -0.011 -1.083 1.041 -0.51
C 0.71644 -0.50184 -2.15263 0.991 -1.227 0.879 -0.99
O 1.19415 -1.71787 -1.45395 -0.479 1.215 0.327 -0.25
C 1.48050 -2.82979 -2.29012 -0.278 0.614 -1.463 -0.82
H 0.46811 3.77785 1.46003 0.495 0.340 -0.469 0.45
H 1.70250 2.84637 0.42153 0.030 0.659 0.235 0.36
H 1.28507 2.42148 2.11953 0.261 -0.099 -0.142 0.37
H -0.86724 2.40087 -0.10159 -0.005 0.672 0.420 0.45
H -0.84319 1.87150 1.63787 -0.632 0.016 -0.342 0.34
H 0.95630 -1.18976 0.78300 0.029 0.095 0.136 0.35
H 0.30777 -0.28099 2.18604 -0.055 0.312 -0.184 0.37
H 1.76840 0.30747 1.28696 -0.083 -0.146 0.253 0.43
H -1.10657 -1.22008 -0.44227 0.452 0.233 0.187 0.38
H -1.85812 0.32433 -0.87349 0.192 0.028 -0.146 0.41
H -1.89387 -0.85403 1.93281 -0.383 0.001 0.164 0.37
H -3.20512 -0.94015 0.71784 0.092 -0.188 0.114 0.44
H -2.83669 0.59948 1.43471 0.350 0.075 -0.064 0.33
H 1.65793 1.12044 -1.04775 -0.205 0.137 0.022 0.44
H 0.00725 1.44771 -1.74019 0.319 0.240 0.107 0.35
H 1.46593 -0.30408 -2.91895 0.052 0.444 -0.050 0.63
H -0.22199 -0.61760 -2.69489 -0.243 -0.529 0.310 0.42
H 2.12873 -3.61345 -1.89797 -0.387 0.331 1.014 0.27
H 2.04680 -2.50277 -3.16216 0.002 0.285 -0.291 0.30
H 0.54357 -3.23971 -2.66726 -0.014 -0.342 0.065 0.34
O 2.76300 9.72723 0.41220 -0.617 -1.541 -1.850 -0.61
C 2.22156 9.04730 -0.45118 1.998 1.744 1.613 0.57
O 2.81146 8.43043 -1.49220 0.175 0.427 1.129 -0.51
B 1.80657 7.76739 -2.28133 -0.464 -0.675 -0.118 1.05
O 0.52791 8.07775 -1.58139 -0.717 -0.337 -0.051 -0.47
C 0.73158 8.85246 -0.53384 -2.036 1.135 1.389 0.63
O -0.09128 9.38479 0.22747 1.880 -1.760 -2.204 -0.65
O 2.04143 6.26902 -2.42383 -0.193 0.763 1.015 -0.41
C 2.18494 5.95802 -3.67563 0.558 -1.094 -1.822 0.71
O 2.39308 4.85140 -4.14468 -0.259 1.228 0.744 -0.70
C 2.00608 7.26916 -4.53200 -1.208 -0.818 -0.877 0.50
O 1.76748 8.22728 -3.65729 0.210 0.694 -0.549 -0.50
O 1.88148 7.32555 -5.73889 0.647 0.093 1.629 -0.61
F 3.52998 -6.89592 2.02411 -0.193 0.382 1.113 -0.28
C 3.16711 -6.57220 3.30783 -0.952 -0.280 1.062 0.38
C 2.56810 -7.56750 4.12514 0.043 0.950 -1.015 -0.43
C 2.09213 -7.22174 5.39153 1.019 -0.623 -1.928 -0.33
C 2.37570 -5.94590 5.88200 -1.070 -3.086 2.006 -0.47
C 3.02339 -5.04378 5.14938 1.248 2.066 -1.481 -0.37
C 3.33927 -5.28069 3.80442 0.478 -1.606 -0.909 -0.44
H 2.46557 -8.54661 3.68102 -0.131 -0.185 0.196 0.40
H 1.64893 -8.03474 5.94741 -0.148 0.325 0.427 0.37
H 2.22826 -5.94787 6.95189 -0.127 1.152 0.155 0.36
H 3.37380 -4.13232 5.61073 -0.166 0.243 -0.068 0.40
H 3.85604 -4.64350 3.10203 -0.006 0.678 0.430 0.41
F 0.31950 -4.88606 -8.44214 -1.151 0.224 -1.479 -0.29
C -0.87578 -4.66667 -9.12840 -0.646 -0.292 1.336 0.30
C -2.02036 -4.74354 -8.33897 -0.018 0.231 0.212 -0.28
C -3.28814 -4.46598 -8.86306 0.862 -0.011 0.470 -0.50
C -3.38230 -4.09412 -10.17334 0.605 0.608 -1.455 -0.37
C -2.22688 -3.97492 -10.97497 -0.417 -0.850 0.551 -0.40
C -0.98100 -4.35002 -10.47594 0.709 0.394 0.534 -0.39
H -1.91489 -4.93823 -7.28191 0.103 -0.151 0.055 0.41
H -4.16768 -4.44150 -8.23679 0.040 -0.265 0.146 0.38
H -4.33381 -3.83648 -10.61451 -0.106 0.024 0.030 0.35
H -2.33205 -3.66222 -12.00335 0.102 -0.008 -0.054 0.38
H -0.06076 -4.31400 -11.04008 -0.087 0.112 -0.327 0.40
F -3.33657 -5.95028 1.11960 -0.474 -0.150 -1.078 -0.30
C -3.61928 -6.34152 -0.16474 0.736 -0.524 -1.367 0.13
C -2.52781 -6.69194 -1.00788 -0.451 0.501 0.659 -0.22
C -2.72424 -7.13297 -2.32401 -1.022 0.971 1.451 -0.66
C -4.04578 -7.18325 -2.74777 -0.532 -0.827 -1.067 -0.20
C -5.15476 -6.93015 -1.94379 1.453 0.523 0.592 -0.55
C -4.92183 -6.43088 -0.66115 -0.039 -0.375 0.666 -0.20
H -1.53557 -6.51905 -0.61805 0.141 -0.239 0.118 0.43
H -1.90281 -7.36490 -2.98572 0.007 0.009 0.069 0.42
H -4.23115 -7.48223 -3.76887 -0.043 -0.174 -0.149 0.35
H -6.17319 -7.10686 -2.25677 0.082 0.168 -0.271 0.39
H -5.79260 -6.20612 -0.06311 0.162 0.129 0.376 0.41
F 4.06477 0.80222 6.59043 -1.004 -0.865 -0.082 -0.28
C 5.14839 1.46418 6.94092 1.093 0.699 2.111 0.45
C 5.63444 1.40464 8.28552 -1.194 -0.168 -1.787 -0.40
C 6.75222 2.12893 8.65068 -0.533 0.708 -0.988 -0.33
C 7.38042 2.94527 7.67465 -0.061 -1.624 0.189 -0.53
C 6.89016 2.91397 6.35647 1.631 1.941 1.954 -0.32
C 5.74516 2.27840 6.02641 0.157 -0.926 -1.384 -0.37
H 5.05745 0.81178 8.97978 0.109 -0.081 0.164 0.37
H 6.98609 2.10983 9.70488 0.602 0.111 -0.069 0.35
H 8.34581 3.35970 7.92501 -0.131 0.537 -0.115 0.36
H 7.33083 3.55332 5.60585 0.376 -0.121 -0.037 0.33
H 5.58230 2.29848 4.95895 -1.060 -0.208 0.034 0.36
C 2.91947 8.05364 8.10592 -1.485 -0.281 0.417 -0.88
S 1.69453 8.45281 6.77487 3.314 0.671 -0.964 0.47
O 2.40227 7.85283 5.57509 -1.233 0.173 0.706 -0.60
C 2.08743 10.27815 6.59557 -0.772 -0.631 -0.448 -0.90
H 2.52714 8.42978 9.05074 0.248 0.392 0.090 0.35
H 3.95611 8.33064 7.91423 -0.337 0.197 -0.322 0.30
H 2.81275 6.97338 8.20466 0.274 -0.089 -0.229 0.30
H 1.45580 10.86433 7.26306 0.308 0.038 0.174 0.33
H 1.77968 10.49062 5.57173 -0.314 -0.127 -0.024 0.32
H 3.14758 10.53145 6.59046 -0.002 -0.391 0.601 0.30
C 6.18016 -0.56744 -7.07487 -0.678 -0.692 -0.104 -0.90
S 7.25848 -1.73068 -8.06489 0.220 3.252 -1.180 0.48
O 7.18623 -1.21640 -9.50855 -0.310 -1.143 1.776 -0.61
C 8.76648 -0.84856 -7.46932 -0.280 -1.372 -0.020 -0.89
H 6.14794 -0.78218 -6.00672 0.675 -0.140 0.081 0.36
H 5.13681 -0.72028 -7.35084 0.082 0.012 -0.538 0.32
H 6.45993 0.47094 -7.25263 0.116 -0.203 -0.151 0.28
H 8.68386 0.21638 -7.68655 -0.101 -0.225 0.008 0.30
H 9.57584 -1.32015 -8.02665 0.103 0.237 0.065 0.32
H 8.86528 -1.08678 -6.41027 0.172 0.284 0.066 0.34
C -4.82283 6.47810 0.02180 -0.298 0.164 0.094 -0.88
S -6.22311 5.24719 -0.13566 -0.570 -0.049 1.379 0.49
O -6.64814 4.59397 1.18910 1.081 1.260 -1.657 -0.62
C -7.50856 6.48808 -0.49721 -0.054 -0.286 -0.639 -0.95
H -4.42989 6.73773 -0.96120 -0.162 -0.548 -0.302 0.36
H -3.99730 6.07687 0.60969 -0.271 -0.185 0.048 0.30
H -5.12861 7.44945 0.41048 -0.271 -0.264 0.500 0.29
H -7.41566 6.77199 -1.54548 0.416 0.285 -0.014 0.35
H -7.48732 7.36309 0.15242 0.069 -0.231 0.073 0.32
H -8.47730 5.98861 -0.48361 0.113 -0.149 0.506 0.33
C -2.63488 1.15983 -7.66831 0.258 0.576 -0.084 -0.91
S -3.40594 2.71384 -7.02667 1.170 0.898 1.603 0.46
O -2.83454 2.97789 -5.64229 -0.733 -0.831 -1.061 -0.58
C -2.54400 3.96346 -8.05058 -0.426 -1.366 -1.346 -0.91
H -1.55222 1.25073 -7.58057 0.000 0.060 -0.022 0.30
H -2.91968 0.98023 -8.70501 -0.028 0.226 -0.048 0.36
H -2.95830 0.29499 -7.08906 -0.229 0.346 0.258 0.30
H -1.48721 3.72466 -8.17000 0.040 0.214 0.527 0.31
H -2.75368 5.00879 -7.82382 -0.019 -0.389 0.622 0.32
H -2.98449 3.76217 -9.02708 -0.028 0.222 -0.385 0.34
C -7.68303 -1.34161 -5.01094 0.319 -0.735 -0.415 -0.85
S -7.08181 -1.61477 -3.34237 2.551 1.768 0.502 0.48
O -5.54210 -1.82674 -3.30677 -2.904 0.282 -0.397 -0.59
C -7.34021 0.19381 -3.03447 -0.391 0.208 1.118 -1.00
H -7.02139 -0.72003 -5.61425 0.261 -0.101 0.228 0.27
H -8.63040 -0.81084 -4.91674 -0.146 -0.471 -0.091 0.35
H -7.75235 -2.34431 -5.43270 -0.360 0.234 -0.384 0.31
H -7.08001 0.49868 -2.02084 0.786 -0.347 -0.045 0.34
H -8.39225 0.47760 -3.00651 -0.316 -0.505 -0.545 0.39
H -6.84353 0.81729 -3.77790 0.258 -0.306 0.056 0.30
C -2.65704 -2.28579 7.39979 0.466 0.249 -0.081 -0.67
O -2.33002 -0.95514 6.86826 -0.233 -1.004 -0.211 -0.27
C -1.88861 0.02896 7.64662 -0.573 -0.188 1.802 0.75
O -1.72317 -0.03314 8.85577 0.047 0.161 -1.579 -0.57
O -1.76647 1.12825 6.88794 -0.192 -2.304 -0.314 -0.25
C -1.45818 2.32630 7.52951 0.752 0.722 -0.567 -0.66
H -2.98455 -2.30197 8.43930 -0.089 0.545 -0.142 0.32
H -1.80168 -2.95838 7.33589 0.311 0.360 -0.057 0.29
H -3.40957 -2.71661 6.73935 -0.111 0.446 0.082 0.24
H -0.50466 2.28343 8.05589 -0.303 -0.206 0.519 0.31
H -2.31483 2.63270 8.12981 0.367 0.383 0.062 0.29
H -1.24090 2.92253 6.64328 -0.455 0.841 0.456 0.22
C 7.45983 4.60009 -3.95490 1.144 0.981 0.073 -0.60
O 7.07502 3.75796 -2.87446 -0.781 -0.420 -0.672 -0.31
C 6.79150 4.23776 -1.67041 -0.739 -2.414 2.722 0.91
O 6.20429 3.52652 -0.83019 1.181 2.079 -2.128 -0.63
O 7.37138 5.39847 -1.42539 -0.136 0.136 -1.107 -0.33
C 7.16017 6.10305 -0.22239 0.018 0.813 0.431 -0.66
H 7.95026 4.02144 -4.73768 -0.234 -0.419 0.328 0.25
H 8.20411 5.29783 -3.57110 -0.005 0.139 -0.224 0.30
H 6.66698 5.18129 -4.42574 -0.420 -0.271 0.402 0.26
H 6.85725 7.11672 -0.48470 -0.271 -0.098 -0.117 0.26
H 8.14120 6.22623 0.23641 -0.160 -0.385 0.376 0.24
H 6.40249 5.65094 0.41762 0.304 -0.170 -0.068 0.32
C -8.70695 -2.15624 9.86632 -0.651 -1.531 1.047 -0.67
O -8.37154 -0.90428 9.35126 1.032 0.399 -0.006 -0.30
C -7.80285 -0.84790 8.14635 -3.201 -1.862 -3.344 0.80
O -7.95481 -1.69599 7.23757 1.370 1.379 2.748 -0.59
O -7.45758 0.39647 7.92477 1.600 0.474 0.534 -0.30
C -6.84610 0.72883 6.69307 0.036 0.677 -1.764 -0.69
H -9.66780 -2.56539 9.55414 -0.061 0.396 -0.687 0.29
H -8.83719 -2.04584 10.94287 0.341 0.266 0.001 0.26
H -7.97253 -2.94277 9.69287 0.236 0.305 -0.200 0.31
H -7.59158 1.24458 6.08780 -0.047 0.141 0.093 0.29
H -6.46868 -0.05030 6.03077 -0.381 -0.784 0.733 0.33
H -5.98672 1.39280 6.78637 -0.245 0.143 0.841 0.27
C 3.94524 -9.92207 -2.67753 0.976 -0.006 1.433 -0.63
O 2.73063 -10.62939 -2.41699 -0.989 0.278 -0.775 -0.31
C 2.57645 -11.49701 -1.37528 4.055 1.030 0.085 0.81
O 3.49687 -11.73270 -0.58925 -2.198 0.046 -0.843 -0.58
O 1.38982 -12.00173 -1.47226 -1.287 0.570 -0.032 -0.30
C 0.88279 -12.90264 -0.47861 1.264 -0.706 -0.863 -0.63
H 4.26239 -9.41308 -1.76734 0.301 -0.495 0.325 0.27
H 3.92081 -9.06883 -3.35537 -1.339 -0.481 -0.522 0.26
H 4.73172 -10.58036 -3.04659 -0.093 -0.177 0.244 0.28
H 1.19295 -12.62580 0.52899 -0.485 0.250 -0.075 0.31
H 1.40573 -13.82375 -0.73587 -0.367 -0.445 0.460 0.31
H -0.17603 -12.99609 -0.72003 0.156 0.142 0.569 0.21